The following is a DFT calculation (ωB97M-V/def2-TZVPD) of a cluster of 2 separate species, C6H14N2 in total in a non-equilibrium geometry.

Computed properties:
- Energy relative to the best compared isomer or geometry (same formula, charge and spin): 266.1 kJ/mol
- Molar mass: 114.2 g/mol
- Kohn-Sham gap: 9.633 eV
- Total energy: -9426.7265 eV
- Highest occupied orbital energy: -8.645 eV

Structure (XYZ):
```
22
Properties=species:S:1:pos:R:3:forces:R:3:nbo_charge:R:1
C -0.5204 0.1887 3.4685 0.2 -0.1 -0.3 -0.45
C -0.9878 -0.5277 2.4471 -0.3 0.1 0.4 -0.03
N -0.4559 -1.7388 1.9516 0.6 0.6 -0.5 -0.41
C 0.7886 -1.7830 1.7143 -0.6 -0.2 -0.1 -0.02
H 0.5047 0.0791 3.8039 -0.2 -0.4 0.5 0.19
H -1.1490 0.9044 3.9774 0.2 0.4 -0.3 0.21
H -1.9031 -0.2311 1.9455 -0.3 -0.3 0.3 0.19
H 1.1764 -2.6833 1.2502 0.2 -0.1 0.2 0.17
H 1.4590 -0.9543 1.9411 0.1 0.1 -0.2 0.15
C 0.7916 1.5738 -1.1683 0.6 -0.1 0.6 -0.42
N 0.2444 0.2273 -1.3139 -0.7 0.3 -0.5 -0.44
C -1.2347 0.2923 -1.3605 0.7 -0.2 0.2 -0.41
C 0.7155 -0.3775 -2.5559 -0.2 -0.2 0.0 -0.41
H 0.9761 1.8191 -0.1178 -0.2 -0.1 0.1 0.20
H 0.1491 2.3749 -1.5548 0.0 -0.1 -0.3 0.17
H 1.7707 1.6089 -1.6500 -0.1 0.2 -0.1 0.20
H -1.6014 -0.5036 -2.0057 -0.1 0.0 0.1 0.20
H -1.6613 0.1551 -0.3681 0.0 0.1 0.0 0.20
H -1.5454 1.2583 -1.7701 -0.3 0.0 -0.1 0.17
H 0.3024 -1.3840 -2.6482 0.0 0.0 0.1 0.20
H 1.7993 -0.4818 -2.5423 0.0 0.2 -0.1 0.20
H 0.3813 0.1830 -3.4440 0.2 0.1 0.0 0.16
```
Forces are in eV/Å.

***

The following is a DFT calculation (ωB97M-V/def2-TZVPD) of the molecule C6H14N2 in a non-equilibrium geometry.

Computed properties:
- Energy relative to the best compared isomer or geometry (same formula, charge and spin): 122.2 kJ/mol
- Molar mass: 114.2 g/mol
- Kohn-Sham gap: 8.917 eV
- Total energy: -9428.2178 eV
- Highest occupied orbital energy: -7.936 eV

Structure (XYZ):
```
22
Properties=species:S:1:pos:R:3:forces:R:3:nbo_charge:R:1
C -0.1714 2.0911 -0.6926 -0.3 0.5 0.0 -0.56
C -0.6838 0.8964 -0.4065 -0.5 -1.6 0.0 0.22
C -0.0026 -0.1255 0.4946 0.5 1.7 0.1 -0.46
C 1.5313 -0.1339 0.2522 -1.2 -2.0 0.1 -0.04
C 2.1638 -0.7521 1.4915 0.8 1.0 0.7 -0.62
N 1.9071 -0.9527 -0.8973 -0.2 -0.7 -0.4 -0.83
N -1.8509 0.4074 -1.0101 1.3 0.4 -0.5 -0.62
C -2.7758 -0.4524 -0.3545 -1.0 -0.8 0.2 -0.41
H -0.6496 2.7255 -1.4304 -0.1 0.1 0.1 0.19
H 0.6352 2.5437 -0.1366 0.3 -0.3 -0.2 0.21
H -0.3634 -1.1438 0.4018 -0.2 0.0 -0.2 0.21
H -0.2144 0.2052 1.5161 0.1 -0.2 0.2 0.22
H 1.8429 0.8525 0.0109 0.6 0.8 0.4 0.20
H 1.5901 -1.4818 2.0613 -0.4 -0.2 -0.5 0.20
H 3.1302 -1.1942 1.2707 0.1 0.0 -0.1 0.22
H 2.3237 0.0583 2.2123 0.1 -0.1 0.1 0.21
H 1.6199 -0.5927 -1.8011 -0.1 0.5 0.2 0.36
H 1.4091 -1.8375 -0.8248 0.3 -0.1 0.0 0.34
H -2.2698 1.1029 -1.5988 -0.4 0.1 -0.1 0.37
H -2.3845 -1.3620 0.0993 0.7 0.2 -0.1 0.20
H -3.4400 -0.8772 -1.1106 -0.3 0.4 0.1 0.21
H -3.3469 0.0228 0.4525 -0.2 0.1 -0.2 0.17
```
Forces are in eV/Å.

***

Q: Number 1 is which compound?
A: C6H14N2